No. 1
ORCA calculation (the ωB97M-V functional and the def2-TZVPD basis) on one molecule with the formula C15H15N3O2S2 in a non-equilibrium geometry.

The geometry in XYZ format:
```
37
Properties=species:S:1:pos:R:3:nbo_charge:R:1
C 0.080 5.319 2.069 -0.630
C 1.132 4.242 2.177 -0.643
H 1.669 4.058 1.252 0.236
H 1.839 4.430 2.981 0.249
S 0.318 2.684 2.608 2.284
O 1.283 1.622 2.563 -0.936
O -0.450 2.862 3.804 -0.947
N -0.811 2.496 1.359 -0.892
C -0.364 1.718 0.267 0.202
C 0.315 2.379 -0.746 -0.228
C 0.800 1.674 -1.834 -0.198
C 0.628 0.308 -1.890 -0.161
C -0.030 -0.373 -0.861 -0.112
C -0.558 0.332 0.226 -0.001
C -1.329 -0.323 1.330 -0.657
H -0.724 -0.338 2.238 0.246
H -2.244 0.231 1.543 0.211
H -1.608 -1.341 1.079 0.234
C -0.078 -1.821 -1.001 0.128
N -0.235 -2.398 -2.137 -0.432
C -0.139 -3.749 -2.054 0.063
C -0.270 -4.681 -3.080 -0.158
C -0.123 -6.015 -2.754 -0.263
C 0.143 -6.378 -1.434 0.038
N 0.269 -5.514 -0.445 -0.417
C 0.133 -4.241 -0.753 0.002
S 0.251 -2.917 0.362 0.378
H 0.261 -7.416 -1.155 0.196
H -0.213 -6.778 -3.512 0.223
H -0.476 -4.352 -4.087 0.229
H 1.007 -0.263 -2.722 0.232
H 1.315 2.190 -2.629 0.218
H 0.440 3.449 -0.683 0.213
H -1.670 2.166 1.776 0.412
H -0.483 5.360 2.998 0.234
H -0.611 5.087 1.262 0.225
H 0.531 6.291 1.884 0.221
```

Calculated values
Total energy = -1691.73804 hartree
LUMO = -0.01 eV
HOMO level = -8.82 eV
Strongest force on any atom = 1.2 eV/Å
Relative energy (zero: lowest compared OMol25 entry of this formula, charge and spin) = 153.3 kJ/mol
Gap between HOMO and LUMO = 8.813 eV

---

No. 2
ORCA calculation (the ωB97M-V functional and the def2-TZVPD basis) on C33H42BrIN4NbO as an isolated structure in a non-equilibrium geometry.

The geometry in XYZ format:
```
83
Properties=species:S:1:pos:R:3:mulliken_charge:R:1
C -1.679 1.101 -2.228 -0.788
C -0.331 0.395 -1.860 0.226
Br 1.105 1.762 -1.694 -0.244
C -0.424 -0.565 -0.578 -0.477
Nb -1.034 0.466 1.361 -0.715
I -3.841 0.371 0.721 -0.356
C -1.117 -1.393 2.633 -1.194
C -1.165 -2.812 1.949 0.532
C -2.509 -3.114 1.147 -1.066
O -0.004 -3.196 1.209 -0.161
C 0.933 -3.981 1.896 -0.749
C 2.361 -3.319 2.039 0.554
C 3.218 -3.672 3.194 -0.435
C 4.538 -3.051 3.380 -0.483
C 5.036 -2.062 2.408 -0.357
C 4.230 -1.727 1.240 -0.639
C 2.921 -2.370 1.096 0.061
H -1.940 1.934 -1.517 0.167
H -1.625 1.537 -3.269 0.250
H -2.547 0.383 -2.172 0.229
H -0.043 -0.234 -2.752 0.432
H -1.069 -1.421 -0.903 0.313
H 0.618 -0.955 -0.431 -0.102
H -1.004 2.048 0.474 0.083
H -1.477 1.441 2.854 0.050
H 0.747 0.686 1.707 0.062
H -0.208 -1.390 3.315 0.310
H -2.006 -1.314 3.326 0.497
H -1.261 -3.543 2.819 0.308
H -3.338 -3.018 1.890 0.308
H -2.658 -2.450 0.266 0.123
H -2.409 -4.170 0.755 0.319
H 1.120 -4.911 1.272 0.278
H 0.666 -4.346 2.918 0.361
H 2.913 -4.417 3.970 0.315
H 5.182 -3.298 4.253 0.355
H 6.029 -1.563 2.496 0.298
H 4.539 -0.992 0.463 0.359
H 2.322 -2.109 0.197 0.038
N 3.081 -6.579 6.092 -0.474
C 2.387 -6.389 7.219 -0.155
C 2.960 -6.352 8.481 -0.413
C 4.330 -6.528 8.584 -0.137
C 5.071 -6.729 7.430 -0.437
C 4.402 -6.744 6.217 -0.162
H 1.318 -6.259 7.088 0.356
H 2.348 -6.192 9.359 0.346
H 4.816 -6.507 9.553 0.354
H 6.143 -6.869 7.471 0.349
H 4.939 -6.894 5.286 0.380
N 0.416 0.132 -5.437 -0.268
C 0.240 -0.360 -6.667 -0.310
C 0.402 0.382 -7.826 -0.491
C 0.763 1.715 -7.705 -0.109
C 0.950 2.250 -6.441 -0.745
C 0.766 1.421 -5.345 0.414
H -0.045 -1.407 -6.710 0.360
H 0.249 -0.071 -8.797 0.353
H 0.898 2.331 -8.588 0.357
H 1.231 3.286 -6.309 0.359
H 0.904 1.795 -4.334 0.052
N -0.767 5.110 -7.168 -0.275
C -1.688 5.426 -6.251 -0.152
C -2.872 6.085 -6.543 -0.556
C -3.116 6.443 -7.859 -0.129
C -2.175 6.127 -8.827 -0.472
C -1.026 5.463 -8.431 -0.204
H -1.451 5.129 -5.235 0.399
H -3.583 6.313 -5.760 0.357
H -4.029 6.961 -8.128 0.355
H -2.331 6.390 -9.865 0.346
H -0.262 5.191 -9.153 0.335
N -2.431 5.936 2.645 -0.583
C -2.900 4.918 1.913 -0.203
C -3.944 4.097 2.311 -0.140
C -4.535 4.340 3.539 -0.320
C -4.066 5.387 4.318 -0.299
C -3.020 6.151 3.826 -0.197
H -2.402 4.765 0.961 0.384
H -4.284 3.290 1.675 0.254
H -5.353 3.720 3.886 0.371
H -4.503 5.606 5.284 0.338
H -2.621 6.983 4.398 0.347
```

Calculated values
Total energy = -4505.40078 hartree
LUMO = 2.17 eV
HOMO level = -4.83 eV
Strongest force on any atom = 2.9 eV/Å
Net charge = -1
Gap between HOMO and LUMO = 6.999 eV

---

No. 3
ORCA calculation (the ωB97M-V functional and the def2-TZVPD basis) on a 2-piece molecular cluster, C6H15NO overall in a non-equilibrium geometry.

The geometry in XYZ format:
```
23
Properties=species:S:1:pos:R:3:nbo_charge:R:1
C -1.589 0.241 1.313 -0.208
C -1.277 -0.836 0.216 -0.460
C 0.113 -0.723 -0.332 0.053
C 0.324 -0.422 -1.609 -0.444
C 1.278 -0.764 0.639 -0.452
C 2.514 -1.515 0.104 -0.593
N -2.761 1.069 1.025 -0.828
H -0.710 0.878 1.438 0.181
H -1.776 -0.300 2.239 0.193
H -1.471 -1.841 0.597 0.210
H -2.001 -0.720 -0.592 0.208
H -0.379 -0.607 -2.421 0.197
H 1.297 -0.334 -2.075 0.191
H 1.046 -1.307 1.539 0.211
H 1.581 0.258 0.825 0.216
H 2.869 -1.261 -0.895 0.205
H 3.357 -1.440 0.780 0.209
H 2.241 -2.566 0.027 0.201
H -3.600 0.581 1.309 0.355
H -2.817 1.282 0.037 0.353
H 0.412 3.216 -2.104 0.466
H 0.670 3.262 -0.645 0.465
O 0.678 3.849 -1.413 -0.930
```

Calculated values
Total energy = -367.55825 hartree
LUMO = 0.72 eV
HOMO level = -9.11 eV
Strongest force on any atom = 1.7 eV/Å
Relative energy (zero: lowest compared OMol25 entry of this formula, charge and spin) = 191.8 kJ/mol
Gap between HOMO and LUMO = 9.831 eV

---

No. 4
ORCA calculation (the ωB97M-V functional and the def2-TZVPD basis) on a 2-piece molecular cluster, CH8NS2 overall.

The geometry in XYZ format:
```
12
Properties=species:S:1:pos:R:3:nbo_charge:R:1
N 0.237 -2.735 -0.147 -1.308
H 0.653 -1.771 -0.168 0.361
H 0.617 -3.278 -0.960 0.335
H 0.626 -3.204 0.698 0.350
H -0.806 -2.630 -0.117 0.341
C -0.755 2.486 -0.162 -0.758
S -0.686 0.687 -0.187 0.066
S 1.119 0.317 0.758 -0.195
H -1.654 2.727 -0.730 0.239
H 0.114 2.945 -0.612 0.220
H -0.974 2.847 0.844 0.222
H 1.509 1.610 0.783 0.127
```

Calculated values
Spin multiplicity = 2
Total energy = -893.89160 hartree
LUMO (alpha / beta) = 0.42 / 0.42 eV
HOMO level (alpha / beta) = -3.92 / -8.33 eV
Strongest force on any atom = 0.9 eV/Å
Relative energy (zero: lowest compared OMol25 entry of this formula, charge and spin) = 102.2 kJ/mol
Gap between HOMO and LUMO (alpha / beta) = 4.343 / 8.754 eV

---

No. 5
ORCA calculation (the ωB97M-V functional and the def2-TZVPD basis) on an isolated ion of composition C5H12OP and charge +1 in a non-equilibrium geometry.

The geometry in XYZ format:
```
19
Properties=species:S:1:pos:R:3:nbo_charge:R:1
C -2.423 -0.600 -0.149 0.467
C 0.393 1.077 1.485 -0.976
C 1.926 -0.827 -0.076 -0.953
C 0.119 1.161 -1.494 -0.926
C -0.907 -1.303 0.157 -0.808
O -2.648 0.520 0.052 -0.483
P 0.318 0.105 -0.013 1.513
H -3.208 -1.218 -0.677 0.159
H 0.501 0.378 2.321 0.273
H -0.408 1.738 1.398 0.276
H 1.205 1.764 1.623 0.288
H 1.935 -1.811 -0.512 0.274
H 2.095 -1.195 0.951 0.262
H 2.733 -0.043 -0.370 0.277
H -0.518 0.512 -2.117 0.259
H 0.831 1.569 -2.055 0.275
H -0.531 1.941 -1.252 0.272
H -0.605 -2.074 -0.500 0.262
H -0.810 -1.693 1.227 0.288
```

Calculated values
Total energy = -614.01174 hartree
LUMO = -3.09 eV
HOMO level = -14.33 eV
Strongest force on any atom = 5.6 eV/Å
Net charge = +1
Relative energy (zero: lowest compared OMol25 entry of this formula, charge and spin) = 64.1 kJ/mol
Gap between HOMO and LUMO = 11.244 eV